76
Properties=species:S:1:pos:R:3 method="wB97M-V/def2-TZVPD" orbital_gap_ev=3.2 e_tot_ev=-86867.5843 lumo_energy_ev=-0.4 charge=-1
I -0.371 -3.543 -3.134
I 2.677 -2.087 -5.518
Nb -0.678 0.075 -2.118
S 1.212 2.794 -3.925
P -0.521 1.831 -3.981
O -1.579 2.672 3.307
O 3.871 -2.705 1.264
O 0.576 -2.263 -0.019
O 5.154 -7.859 1.329
O -1.402 2.534 8.614
O 7.142 -6.059 1.912
O 0.923 2.801 -0.421
O 0.874 2.288 4.476
O -3.867 2.829 7.443
O 1.863 -4.510 0.769
N -3.085 -0.214 -5.713
N -1.071 4.251 -0.033
N -1.760 -1.446 0.643
C -1.559 2.626 4.532
C -2.781 2.752 5.342
C -3.754 0.845 -4.870
C 3.462 -6.232 1.043
C 5.550 -4.335 1.607
C 5.858 -5.634 1.622
C -2.722 2.714 6.675
C -1.426 2.547 7.388
C 2.711 -1.816 -2.392
C -0.266 2.431 5.245
C 3.153 -4.934 1.031
C 4.836 -6.675 1.326
C -2.759 -0.616 -2.735
C 1.845 -1.252 -3.666
C -0.428 4.876 1.187
C -0.208 2.396 6.577
C 0.224 -1.479 -3.560
C -1.090 5.180 -1.227
C 4.181 -3.891 1.300
C -0.409 2.903 -0.385
C -1.465 1.642 -0.645
C -3.765 0.566 -3.259
B -0.584 -1.389 -0.320
H -4.870 0.204 -2.990
H -3.264 -1.067 -1.752
H -1.566 2.810 -3.725
H -0.235 -1.211 -4.625
H -0.108 5.150 -1.864
H -1.964 -2.423 0.960
H -2.668 -1.541 -3.474
H -3.653 -1.083 -5.815
H -4.894 0.971 -5.200
H -1.661 1.186 0.441
H 6.283 -3.568 1.817
H 7.110 -7.039 1.858
H -3.562 2.773 8.375
H 2.010 -0.071 -3.717
H -3.637 1.604 -2.724
H -1.417 6.276 -0.907
H 0.433 5.633 0.919
H -0.643 1.282 -5.319
H 2.725 -7.000 0.848
H 2.564 -1.087 -1.458
H -1.962 4.802 -1.949
H -2.097 -0.402 -5.436
H -2.480 2.146 -0.959
H -0.101 4.034 1.944
H -3.245 1.902 -5.050
H 1.055 0.523 -1.688
H -3.716 2.875 4.811
H 1.896 -3.529 0.817
H 3.869 -1.881 -2.673
H 0.209 -3.211 -0.042
H -1.421 -0.902 1.493
H -1.263 5.509 1.745
H 0.571 2.350 3.545
H 0.726 2.257 7.108
H 2.415 -2.889 -2.024